[1]
16
Properties=species:S:1:pos:R:3:forces:R:3 method="wB97M-V/def2-TZVPD" lumo_ev=0.778 de_lowest_kj_mol=88.0 mol_weight_da=98.10 homo_ev=-9.62 smiles="[H]/N=C/N.O.O.O" orbital_gap_ev=10.40
N -1.855585 0.202793 -0.264815 -1.5 -1.3 -0.7
C -1.177853 1.323937 0.013432 0.3 0.5 2.2
N 0.088345 1.524235 -0.043886 -0.1 -1.2 -0.4
H -1.562353 -0.748687 -0.468971 1.2 0.7 -0.2
H -2.822430 0.049099 0.003777 0.2 1.3 0.0
H -1.752110 2.090822 0.539983 -0.6 -0.2 -0.2
H 0.402355 2.186061 0.658632 -0.3 0.7 -0.7
H 0.712622 0.157373 -0.998026 0.3 0.0 0.8
H 1.365246 -0.599965 -2.090517 0.2 -0.6 0.2
O 1.129546 -0.724117 -1.158535 -0.2 0.5 -0.8
H 1.706870 0.845753 0.879611 0.1 0.2 0.1
H 2.845832 0.388106 1.761567 -0.4 1.0 0.0
O 2.313549 1.189605 1.559515 0.5 -1.3 0.1
H -0.385577 -3.345207 0.142545 -0.5 0.0 -0.1
H -0.149592 -1.939082 -0.276864 0.3 0.1 -0.5
O -0.858863 -2.600728 -0.257447 0.5 -0.2 0.4

[2]
16
Properties=species:S:1:pos:R:3:forces:R:3 method="wB97M-V/def2-TZVPD" lumo_ev=-3.068 de_lowest_kj_mol=124.1 mol_weight_da=96.11 total_charge=+1 homo_ev=-14.80 orbital_gap_ev=11.73
N 0.229042 -0.047060 0.690037 2.1 1.4 -1.1
C 1.222872 0.373021 -0.129607 -0.3 -1.8 1.3
N 0.975543 1.081964 -1.199795 -2.8 0.0 -1.4
N 2.470533 -0.037687 0.146908 0.3 0.6 -0.8
H -0.637057 -0.085410 0.258506 -2.3 0.1 -0.3
H 0.371964 -0.512470 1.556746 0.1 -0.5 0.1
H 1.692103 1.506429 -1.723151 1.1 0.3 -0.4
H 0.020719 1.128348 -1.649796 1.4 -0.1 1.3
H 2.569422 -0.233913 1.135800 1.1 -0.6 -0.6
H 3.126130 -0.257395 -0.649207 -0.8 0.5 1.9
H -2.654202 -0.423702 -1.862864 0.0 0.1 0.1
H -1.472127 -0.002354 -2.741097 -0.5 -0.2 0.9
O -1.782578 -0.011085 -1.806373 0.5 0.0 -1.1
H -1.692104 -1.183810 3.098986 -0.8 0.5 0.3
H -2.919989 -0.418532 2.263000 2.0 -1.5 0.8
O -2.150911 -1.080895 2.260207 -1.2 1.1 -1.1

[3]
14
Properties=species:S:1:pos:R:3:forces:R:3 method="wB97M-V/def2-TZVPD" lumo_ev=-11.365 de_lowest_kj_mol=849.3 mol_weight_da=68.10 total_charge=+1 homo_ev=-16.10 orbital_gap_ev=4.74
C 0.441874 -2.351509 -0.444259 0.4 0.7 0.2
N 0.062074 2.258183 0.183670 0.8 0.5 0.1
H 1.317095 -1.818417 -0.812646 0.1 -0.1 0.0
H -0.353172 -1.606677 -0.309437 -0.2 -0.1 0.0
H 0.672473 -2.761788 0.542737 -0.1 -0.1 -0.1
H 0.140491 -3.090218 -1.164054 -0.1 -0.4 -0.1
H -0.344408 3.202189 0.030083 0.2 -0.3 -0.2
H 1.102442 2.330081 0.136461 -0.4 0.2 -0.2
H -0.274719 0.962563 1.469248 -0.5 -0.1 0.5
H -0.701019 0.072496 2.727864 0.0 0.2 0.0
O -0.442101 0.066252 1.797552 0.3 -0.2 -0.3
H -1.033850 0.851303 -2.071006 0.1 0.0 0.1
H -0.192102 1.329244 -0.698002 -0.7 -0.6 0.6
O -0.395077 0.556298 -1.388213 0.3 0.3 -0.3

[4]
14
Properties=species:S:1:pos:R:3:forces:R:3 method="wB97M-V/def2-TZVPD" lumo_ev=-11.684 de_lowest_kj_mol=924.0 mol_weight_da=68.10 total_charge=+1 homo_ev=-15.72 orbital_gap_ev=4.04
C 1.438633 0.260596 -2.149439 -0.6 -0.6 0.0
N -0.866672 -0.348560 2.184827 -1.8 -0.4 0.3
H 1.097645 -0.438785 -1.403612 0.1 -0.6 0.0
H 1.884913 1.053903 -1.602797 0.8 0.9 0.1
H 2.038632 -0.182096 -2.926683 0.6 -0.1 0.2
H 0.564419 0.617837 -2.638779 -0.8 0.5 -0.4
H -1.502404 -0.249139 3.000007 -1.3 1.6 -0.7
H -0.359300 -0.935337 2.793002 3.2 -1.6 0.4
H -0.292862 0.624161 1.552159 -0.1 0.6 -0.7
H -0.076077 2.331120 1.306566 -0.1 1.2 0.6
O -0.015300 1.459574 0.933099 0.3 -1.5 -0.1
H -1.751625 -1.899784 -0.795311 0.4 0.4 -0.1
H -1.149308 -1.005035 0.343992 -0.1 -0.1 -1.2
O -1.010695 -1.288453 -0.597026 -0.5 -0.3 1.4

[5]
14
Properties=species:S:1:pos:R:3:forces:R:3 method="wB97M-V/def2-TZVPD" lumo_ev=-3.145 de_lowest_kj_mol=24.6 mol_weight_da=68.10 total_charge=+1 homo_ev=-16.25 orbital_gap_ev=13.11
C 1.559731 -0.816203 -0.514456 0.2 0.6 0.6
N 0.713835 0.055905 0.363659 -0.3 -0.3 1.1
H 2.046173 -0.196578 -1.248944 0.2 0.1 -0.2
H 2.289586 -1.318423 0.120791 -0.1 0.0 -0.2
H 0.911632 -1.519986 -0.991574 -0.2 -0.4 -0.3
H 0.328111 0.908664 -0.071202 0.1 -0.1 -0.5
H 1.172111 0.308634 1.241737 0.4 0.2 -0.3
H -0.093130 -0.480739 0.714168 -0.3 0.0 -0.1
H -0.684628 2.888424 -0.699613 0.0 0.0 0.0
H -0.734046 2.256624 -2.080885 0.1 -0.2 0.1
O -0.467844 2.073636 -1.169666 -0.1 0.3 0.0
H -2.309826 -1.592523 1.870571 0.1 0.3 0.1
H -1.487705 -2.192541 0.749843 -0.1 0.0 0.1
O -1.521512 -1.425853 1.336877 0.0 -0.4 -0.3

[6]
16
Properties=species:S:1:pos:R:3:forces:R:3 method="wB97M-V/def2-TZVPD" lumo_ev="0.481 / -3.559" de_lowest_kj_mol=15.5 spin_multiplicity=2 mol_weight_da=100.09 homo_ev="-10.73 / -10.72" orbital_gap_ev="11.21 / 7.16"
N -0.723405 -1.777469 -1.430310 0.5 0.1 0.5
C 0.210334 -1.972396 -0.341646 -0.6 0.4 -0.9
O 1.189049 -1.004304 -0.222064 0.3 -1.3 0.1
H -1.131584 -0.851862 -1.328577 -0.2 -0.1 -0.3
H -0.187299 -1.794991 -2.288939 -0.2 0.1 -0.2
H -0.362332 -1.919623 0.596941 0.2 -0.2 0.3
H 0.698348 -2.939060 -0.455065 0.0 -0.3 0.3
H 0.617618 1.928338 -0.779026 0.4 -0.3 -0.1
H 0.570667 0.336836 -0.362312 0.1 1.4 -0.6
O 0.106982 1.218364 -0.384822 -0.5 0.0 0.3
H -2.822370 1.940687 0.060095 -0.1 0.2 0.0
H -1.329430 2.146875 0.090514 -0.3 0.2 0.0
O -2.168608 2.646025 0.084105 0.1 -0.2 0.1
H 1.458919 -0.476636 1.463316 0.3 0.2 0.3
H 1.424448 1.006394 1.839584 -0.1 0.0 0.0
O 1.569955 0.129037 2.208860 0.0 -0.1 0.2

[7]
20
Properties=species:S:1:pos:R:3:forces:R:3 method="wB97M-V/def2-TZVPD" lumo_ev="-0.663 / -1.323" de_lowest_kj_mol=52.3 spin_multiplicity=2 mol_weight_da=173.07 homo_ev="-9.71 / -9.54" orbital_gap_ev="9.05 / 8.22"
Na 0.440517 0.362499 0.230963 -0.4 -0.1 0.0
C -2.011862 -1.170776 -0.569761 -0.6 1.4 -1.1
O -2.924176 -1.780065 -1.179645 -1.5 -1.1 0.0
O -0.864616 -1.439755 -0.887342 3.7 -2.0 -0.3
O -2.219410 -0.135859 0.062663 -1.3 1.3 1.9
O 1.375970 -1.145225 -2.364052 0.9 0.2 0.0
H 0.562159 -1.348537 -1.902970 -0.8 -0.3 0.1
H 1.101458 -0.617984 -3.114316 0.0 0.1 -0.2
O -1.511313 1.374237 -2.139154 0.5 0.5 -0.5
H -2.127607 1.250640 -2.861053 -0.1 0.0 -0.2
H -1.718443 0.670986 -1.523708 -0.4 0.0 0.5
O 2.379162 -1.204219 0.581327 -0.3 0.5 0.3
H 2.335551 -1.526965 1.481413 0.2 -0.2 0.2
H 2.348979 -1.994055 0.041444 -0.1 -0.2 -0.5
O -0.002680 -0.036176 2.827935 0.1 0.1 -0.5
H 0.146817 0.508667 3.600609 -0.1 0.1 0.2
H 0.638351 -0.742842 2.904905 0.0 -0.3 0.2
O 0.574095 2.665441 1.419113 0.1 -0.3 -0.2
H 0.708172 2.790585 2.358580 0.0 0.0 0.2
H 0.768877 3.519402 1.033049 0.0 0.2 -0.2

[8]
14
Properties=species:S:1:pos:R:3:forces:R:3 method="wB97M-V/def2-TZVPD" lumo_ev=0.425 de_lowest_kj_mol=57.6 mol_weight_da=70.09 homo_ev=-11.07 smiles=C.O.O.O orbital_gap_ev=11.49
C 0.433477 0.089924 2.307176 -1.0 -0.1 1.8
H -0.501066 -0.414647 2.585722 0.1 0.1 0.1
H 0.796746 -0.475409 1.466233 0.5 0.7 -0.4
H 1.080735 0.059224 3.186066 0.3 -0.6 -0.2
H 0.190667 1.153384 2.301968 0.1 0.0 -1.2
H -2.369889 -1.401530 -1.082915 -0.5 0.4 0.3
H -1.324198 -2.231066 -1.722528 0.3 0.0 0.5
O -1.515119 -1.776945 -0.882620 0.0 -0.6 -0.7
H 0.087996 -0.992715 -0.701611 0.8 0.1 -0.2
H 1.634973 -1.103399 -0.455248 0.3 -0.3 0.4
O 0.979456 -0.725753 -1.029203 -0.9 0.3 -0.3
H 0.061527 1.737498 0.034646 0.0 -0.1 0.4
H 0.423221 2.322328 -1.257948 0.1 0.3 -0.1
O 0.195255 2.600858 -0.363229 0.0 -0.3 -0.4

[9]
16
Properties=species:S:1:pos:R:3:forces:R:3 method="wB97M-V/def2-TZVPD" lumo_ev=0.364 de_lowest_kj_mol=157.3 mol_weight_da=134.22 homo_ev=-8.47 smiles=CSS.O.O.O orbital_gap_ev=8.84
C -1.739223 -1.571311 3.067418 -0.2 0.8 3.5
S -2.865554 -1.593489 1.710766 0.3 -0.7 -1.6
S -2.680923 -3.596956 1.476194 -0.4 -1.4 -0.2
H -1.004774 -2.423003 3.384265 -1.6 1.4 -1.4
H -2.635744 -1.526649 3.770261 2.1 -0.2 0.6
H -1.225049 -0.597449 3.180996 -0.2 -0.5 -0.3
H -3.001413 -4.088825 2.730732 -0.1 0.6 -0.7
H 1.674286 0.007308 -3.497859 0.1 -1.0 -1.9
H 2.275792 -0.132239 -5.021057 -1.4 -1.0 2.0
O 1.707534 -0.603953 -4.314929 1.2 2.1 -0.1
H 0.573071 3.877882 -0.981284 -0.5 0.3 -0.2
H 1.567247 4.621409 -0.116221 0.4 1.7 0.6
O 1.353317 3.779109 -0.446233 0.0 -1.9 -0.5
H 2.675186 0.775760 -1.549703 -1.1 1.2 0.0
H 1.554867 1.993587 -1.592057 1.0 -0.1 0.4
O 1.771379 1.078818 -1.801291 0.4 -1.2 -0.4

[10]
20
Properties=species:S:1:pos:R:3:forces:R:3 method="wB97M-V/def2-TZVPD" lumo_ev="-4.020 / -3.822" de_lowest_kj_mol=0.0 spin_multiplicity=3 mol_weight_da=201.03 total_charge=+1 homo_ev="-11.82 / -11.88" orbital_gap_ev="7.80 / 8.06"
V 10.905158 10.963373 1.509525 5.0 1.8 -0.4
C 13.130245 11.640768 1.018305 -10.6 -2.8 3.4
O 12.219630 12.535469 0.629979 1.8 0.9 -2.1
O 12.831193 10.423076 0.553687 1.7 -0.1 -1.9
O 12.886819 11.530145 2.350134 1.7 0.2 1.2
O 8.727875 10.205321 1.745446 -0.7 0.3 0.0
H 8.280148 9.371067 1.554917 0.2 0.0 -0.1
H 8.126001 10.890264 1.419529 0.0 0.0 0.2
O 10.219005 10.626680 -0.509196 -0.3 -0.1 -0.3
H 10.628155 9.981184 -1.102810 0.3 0.1 0.2
H 9.602528 11.129425 -1.054225 0.1 0.1 0.1
O 10.971275 8.741015 1.633783 0.2 -0.2 0.2
H 11.861111 8.357761 1.554770 0.0 0.4 -0.1
H 10.471478 8.128253 2.187422 0.0 0.1 0.0
O 9.600654 12.897665 1.476363 -0.5 -0.4 0.1
H 9.474987 13.476524 0.713099 0.4 0.0 0.0
H 9.430682 13.450889 2.249796 0.2 -0.1 0.0
O 10.562227 11.124213 3.656837 0.5 -0.2 0.1
H 9.839995 11.149990 4.294711 -0.2 -0.1 -0.3
H 11.366135 10.941997 4.171367 0.1 0.3 -0.3